# 1
{"formula": "C21H41N2O10S2", "method": "ωB97M-V/def2-TZVPD", "homo_lumo_gap_ev": 4.3, "e_homo_ev": -2.01, "e_lumo_ev": 2.3, "total_charge": -1, "species": ["C", "C", "C", "O", "C", "C", "O", "N", "O", "C", "C", "C", "C", "C", "C", "S", "O", "O", "O", "C", "O", "S", "O", "O", "H", "H", "H", "H", "H", "H", "H", "H", "H", "H", "H", "H", "H", "H", "H", "H", "H", "H", "H", "H", "H", "H", "H", "C", "C", "C", "C", "C", "C", "N", "O", "C", "C", "C", "H", "H", "H", "H", "H", "H", "H", "H", "H", "H", "H", "H", "H", "H", "H", "H", "H", "H"], "positions_angstrom": [[-2.4947, -0.4273, -2.9680], [-1.3576, -1.0498, -2.1453], [-0.0096, -0.4214, -2.4613], [0.7093, -0.1841, -1.2413], [1.8441, -0.9065, -1.0007], [2.9847, -0.6310, -2.0060], [3.1159, -1.5928, -3.0542], [4.3093, -2.3292, -2.9191], [4.2673, -3.3392, -3.5035], [2.3351, -0.3835, 0.3724], [1.6440, -1.0046, 1.6011], [2.7013, -1.7855, 2.4223], [2.1983, -2.7700, 3.5013], [2.6466, -4.2154, 3.2494], [1.6663, -5.0342, 2.4148], [1.5933, -6.7282, 2.9254], [0.6617, -6.8921, 3.9805], [2.8996, -7.2418, 3.1241], [0.9697, -7.4611, 1.6396], [0.3866, -1.7342, 1.2378], [0.5902, -2.9109, 0.4040], [1.5908, -2.7161, -0.8118], [2.8650, -3.2624, -0.4372], [1.0577, -3.3476, -1.9604], [-2.1017, 0.2314, -3.7350], [-3.1332, 0.1924, -2.3519], [-3.1064, -1.1806, -3.4506], [-1.5972, -0.8945, -1.1011], [-1.3446, -2.1210, -2.3152], [-0.2086, 0.5343, -2.9309], [0.5377, -1.0456, -3.1628], [2.7428, 0.3175, -2.4694], [3.9413, -0.5536, -1.5062], [2.1712, 0.6863, 0.3400], [3.3989, -0.5523, 0.4673], [1.3224, -0.1823, 2.2306], [3.4133, -2.2896, 1.7856], [3.2756, -1.0227, 2.9406], [1.1330, -2.7096, 3.6886], [2.6765, -2.5017, 4.4371], [2.7781, -4.7267, 4.1985], [3.6268, -4.2067, 2.7948], [0.6852, -4.5879, 2.4703], [1.9496, -5.0144, 1.3682], [0.9410, -6.8303, 0.8979], [-0.2544, -1.0437, 0.6979], [-0.1849, -2.0588, 2.0935], [-2.0073, 3.9525, -2.7080], [-1.3103, 3.8771, -1.3356], [-1.4048, 5.2487, -0.6523], [-2.7979, 5.6156, -0.1352], [-3.6332, 4.3842, 0.2452], [-2.8083, 3.1300, 0.5637], [-1.9838, 2.8155, -0.5811], [-1.2008, 1.6679, -0.3914], [-3.8007, 1.9841, 0.7561], [-2.0441, 3.3254, 1.8859], [0.1696, 3.6114, -1.5830], [-1.9218, 2.9938, -3.2229], [-1.5595, 4.7242, -3.3521], [-3.0689, 4.1810, -2.6025], [-0.7060, 5.2720, 0.1884], [-1.0537, 6.0275, -1.3388], [-2.6877, 6.2724, 0.7328], [-3.3377, 6.2030, -0.8834], [-4.2804, 4.6344, 1.0920], [-4.3113, 4.1457, -0.5797], [-4.3236, 1.7748, -0.1788], [-4.5484, 2.2432, 1.5157], [-3.2948, 1.0739, 1.0771], [-2.7401, 3.5377, 2.7062], [-1.3319, 4.1514, 1.8404], [-1.4928, 2.4211, 2.1450], [0.5929, 4.4215, -2.1879], [0.3245, 2.6776, -2.1215], [0.7256, 3.5617, -0.6457]], "forces_ev_per_angstrom": [[0.091, 0.000, 0.056], [-0.638, -0.075, -0.229], [-0.735, -0.071, 0.202], [-0.179, -0.307, -0.585], [0.563, 0.507, 0.960], [0.030, -0.410, -0.607], [-0.297, -0.267, -0.175], [0.128, -0.436, 0.304], [-0.098, 0.682, -0.050], [-0.110, -0.318, 0.043], [0.826, -0.188, 0.249], [-0.624, 0.128, 0.520], [0.817, -0.121, -0.124], [-0.370, -0.197, 0.411], [0.316, 0.325, -0.517], [-0.224, -0.055, -0.260], [-0.758, 0.060, 0.617], [0.957, -0.125, -0.156], [-0.056, 0.585, -0.238], [-0.609, 0.586, -0.175], [0.140, 0.454, -0.299], [1.147, -0.746, -0.388], [0.624, 0.271, 0.831], [-1.386, -0.048, -0.684], [0.048, 0.069, -0.304], [-0.069, 0.166, 0.235], [-0.151, -0.160, -0.143], [0.198, 0.249, 0.251], [0.227, -0.262, -0.042], [0.268, 0.387, 0.209], [0.383, -0.103, 0.042], [-0.082, 0.249, -0.059], [0.176, -0.056, 0.162], [-0.170, 0.246, -0.099], [0.259, -0.085, -0.017], [-0.329, 0.161, 0.115], [-0.023, -0.233, -0.396], [0.193, 0.215, -0.009], [-0.282, -0.004, -0.073], [-0.031, 0.224, 0.256], [-0.039, 0.003, 0.287], [0.239, -0.102, -0.231], [-0.494, -0.253, 0.131], [0.174, -0.022, -0.249], [0.005, -0.372, 0.128], [-0.143, 0.101, -0.146], [0.060, -0.408, 0.269], [0.120, 0.277, -0.291], [-0.298, 0.356, -0.143], [0.012, 0.239, 0.199], [-0.030, -0.013, 0.038], [-0.098, 0.221, -0.143], [-0.045, 0.373, 0.083], [-0.114, -0.569, -0.386], [0.133, -0.157, 0.172], [-0.165, -0.222, 0.234], [0.060, 0.023, 0.312], [0.251, -0.153, 0.005], [-0.013, -0.068, 0.112], [0.015, -0.033, 0.034], [-0.010, -0.033, 0.079], [0.043, -0.140, -0.039], [0.008, -0.057, -0.058], [0.016, 0.008, -0.010], [-0.014, -0.035, -0.012], [0.050, -0.112, 0.073], [0.090, -0.129, -0.045], [0.073, 0.034, -0.056], [0.033, 0.053, 0.013], [0.112, 0.028, -0.102], [-0.024, 0.001, -0.035], [-0.013, -0.007, -0.051], [0.043, -0.031, -0.189], [-0.097, 0.094, 0.028], [-0.059, -0.068, 0.135], [-0.053, -0.120, 0.019]]}

***

# 2
{"formula": "C21H42AlFN3", "method": "ωB97M-V/def2-TZVPD", "homo_lumo_gap_ev": 7.4, "e_homo_ev": -4.85, "e_lumo_ev": 2.6, "total_charge": -1, "species": ["C", "C", "C", "C", "C", "C", "C", "Al", "C", "C", "F", "H", "H", "H", "H", "H", "H", "H", "H", "H", "H", "H", "H", "H", "H", "H", "H", "H", "H", "H", "H", "H", "C", "C", "C", "C", "N", "H", "H", "H", "H", "H", "H", "H", "C", "C", "C", "C", "N", "H", "H", "H", "H", "H", "H", "H", "C", "C", "C", "C", "N", "H", "H", "H", "H", "H", "H", "H"], "positions_angstrom": [[2.1768, 2.6007, 1.7654], [2.9654, 1.4578, 1.0409], [2.3711, 1.1414, -0.3827], [2.0839, -0.3763, -0.6220], [0.5898, -0.7822, -0.3639], [0.0913, -0.5245, 1.0885], [-1.4678, -0.3587, 1.1957], [-2.3000, 1.0781, 0.0045], [-1.3034, 2.8745, -0.0061], [-0.7030, 3.2388, -1.4208], [-2.3007, 3.9064, 0.2360], [1.2526, 2.2055, 2.2153], [1.9744, 3.4251, 1.0536], [2.7949, 3.0501, 2.5719], [3.0547, 0.5505, 1.6643], [3.9968, 1.8392, 0.8869], [3.1421, 1.4445, -1.1239], [1.4928, 1.7855, -0.5623], [2.3016, -0.5760, -1.6982], [2.7977, -0.9857, -0.0494], [-0.0876, -0.3134, -1.1025], [0.5558, -1.8881, -0.5134], [0.5920, 0.3190, 1.5975], [0.3602, -1.4272, 1.6769], [-1.9121, -1.3297, 0.8699], [-1.7436, -0.1444, 2.2495], [-2.4968, 0.6145, -1.5270], [-3.7814, 1.3545, 0.6020], [-0.5365, 2.9847, 0.7880], [-1.3594, 4.0029, -1.8835], [-0.7457, 2.3402, -2.0610], [0.3190, 3.6544, -1.3293], [3.8337, -4.3911, -1.5069], [3.4699, -5.3405, -0.3727], [2.2223, -4.8875, 0.3841], [2.4209, -3.6174, 1.0795], [2.5337, -2.6030, 1.6025], [4.0970, -3.4004, -1.1286], [4.6926, -4.7742, -2.0601], [3.0017, -4.2822, -2.2031], [4.3195, -5.4352, 0.3084], [3.2823, -6.3351, -0.7849], [1.9428, -5.6504, 1.1142], [1.3841, -4.7933, -0.3106], [-4.2489, 5.3946, 4.6113], [-3.2540, 4.6626, 3.7166], [-3.8405, 3.4144, 3.0567], [-4.1810, 2.3782, 4.0339], [-4.4453, 1.5657, 4.8015], [-4.5578, 4.7744, 5.4557], [-3.7978, 6.3037, 5.0150], [-5.1421, 5.6811, 4.0512], [-2.3694, 4.3976, 4.3016], [-2.9228, 5.3435, 2.9295], [-3.1122, 3.0108, 2.3518], [-4.7245, 3.6794, 2.4743], [-1.3810, -2.4223, -5.1448], [-0.9771, -2.4194, -3.6750], [0.5330, -2.5512, -3.4666], [1.0510, -3.8485, -3.9125], [1.4607, -4.8640, -4.2586], [-1.1326, -3.3710, -5.6260], [-2.4575, -2.2742, -5.2396], [-0.8804, -1.6193, -5.6906], [-1.4994, -3.2251, -3.1541], [-1.3074, -1.4824, -3.2215], [0.7563, -2.4328, -2.4025], [1.0555, -1.7475, -3.9898]], "forces_ev_per_angstrom": [[0.799, -0.327, 0.070], [-0.050, 0.906, -0.350], [0.747, -0.413, 0.382], [-0.767, 0.732, -0.821], [0.955, -0.291, 0.725], [-0.736, -0.685, 0.398], [0.745, 0.177, -0.658], [-0.310, -0.179, 0.569], [0.161, 0.056, -1.002], [-0.321, -0.160, 0.899], [0.255, 0.094, 0.393], [0.204, 0.399, -0.302], [-0.176, -0.500, 0.329], [-0.363, -0.353, -0.290], [-0.241, 0.379, -0.244], [-0.408, -0.307, 0.161], [-0.489, -0.034, 0.322], [0.183, -0.504, 0.022], [-0.123, -0.008, 0.524], [-0.407, 0.251, -0.061], [0.349, -0.069, 0.237], [-0.293, 0.582, -0.023], [-0.128, -0.230, -0.543], [0.173, 0.603, -0.197], [0.008, 0.472, 0.438], [0.056, -0.357, -0.456], [0.198, -0.149, -0.386], [-0.136, 0.090, 0.098], [-0.362, 0.238, -0.374], [0.347, -0.382, 0.264], [0.358, 0.456, 0.084], [-0.374, -0.234, -0.314], [0.095, 0.055, 0.038], [0.214, 0.054, -0.298], [0.093, -0.380, 0.064], [-0.292, -0.092, -0.111], [0.348, -0.143, 0.277], [-0.042, -0.018, 0.027], [-0.045, 0.038, -0.043], [0.078, -0.038, -0.007], [-0.113, -0.006, 0.096], [-0.068, 0.028, 0.066], [-0.054, 0.132, 0.071], [0.001, 0.129, 0.040], [0.093, 0.009, 0.082], [-0.124, 0.274, 0.190], [0.406, 0.139, -0.016], [-0.084, 0.006, -0.205], [-0.001, 0.060, 0.114], [-0.034, -0.013, -0.048], [-0.057, -0.002, 0.008], [0.003, -0.015, 0.015], [-0.008, -0.061, -0.073], [0.027, -0.162, -0.077], [-0.193, -0.143, -0.057], [-0.017, -0.152, 0.014], [-0.015, -0.099, 0.015], [-0.261, 0.123, -0.221], [-0.183, 0.005, 0.240], [0.006, 0.276, -0.051], [-0.033, -0.100, -0.012], [0.041, 0.023, -0.017], [0.035, 0.021, -0.018], [-0.012, -0.010, 0.002], [0.085, 0.024, 0.069], [0.088, -0.043, 0.131], [0.103, -0.068, -0.145], [0.066, -0.104, -0.052]]}

***

# 3
{"formula": "C21H42As2NiOP2S", "method": "ωB97M-V/def2-TZVPD", "homo_lumo_gap_ev": [7.4, 7.4], "relative_energy_ev": 0.000, "e_homo_ev": [-6.71, -6.71], "e_lumo_ev": [0.7, 0.7], "species": ["Ni", "C", "As", "C", "C", "C", "C", "C", "C", "C", "As", "C", "C", "H", "H", "H", "H", "H", "H", "H", "H", "H", "H", "H", "H", "H", "H", "H", "H", "C", "P", "C", "C", "C", "P", "C", "C", "H", "H", "H", "H", "H", "H", "H", "H", "H", "H", "H", "H", "H", "H", "H", "H", "C", "H", "H", "O", "S", "C", "C", "C", "C", "H", "H", "H", "H", "H", "H", "H", "H"], "positions_angstrom": [[0.4015, -0.6981, -1.2642], [-0.7719, -2.7991, 1.8448], [-0.8230, -1.1327, 0.7952], [-2.7603, -0.9203, 0.9685], [-0.2292, 0.1229, 2.1800], [-1.1062, 1.1053, 2.6423], [-0.6901, 2.0648, 3.5537], [0.6208, 2.0641, 4.0057], [1.5001, 1.0964, 3.5444], [1.0966, 0.1232, 2.6334], [2.3751, -1.2645, 2.0533], [2.9897, -1.7615, 3.8580], [3.9084, -0.1321, 1.6001], [-1.1715, -2.6223, 2.8434], [0.2408, -3.1878, 1.9152], [-1.3994, -3.5333, 1.3361], [-3.0660, -0.9913, 2.0129], [-3.2220, -1.7358, 0.4106], [-3.0744, 0.0275, 0.5384], [-2.1239, 1.1380, 2.2747], [-1.3905, 2.8129, 3.9066], [0.9584, 2.8103, 4.7144], [2.5224, 1.1072, 3.9054], [3.3230, -0.8991, 4.4343], [3.8166, -2.4658, 3.7619], [2.1760, -2.2522, 4.3914], [4.0697, 0.6557, 2.3358], [3.7489, 0.3099, 0.6188], [4.7936, -0.7684, 1.5623], [1.3020, -4.0857, -0.8434], [1.0822, -2.6387, -1.9357], [2.6560, -2.6762, -2.8690], [-0.1225, -3.2779, -3.1807], [-0.6308, -2.0992, -4.0109], [-1.0360, -0.6823, -2.8876], [-2.8269, -0.9019, -2.5924], [-1.0598, 0.7018, -4.0810], [2.0222, -3.8345, -0.0639], [1.6505, -4.9603, -1.3966], [0.3533, -4.3201, -0.3603], [2.8622, -3.6623, -3.2912], [3.4652, -2.3923, -2.1953], [2.6188, -1.9359, -3.6686], [-0.9465, -3.7184, -2.6102], [0.3079, -4.0680, -3.8020], [-1.4873, -2.3692, -4.6340], [0.1596, -1.7467, -4.6805], [-3.3939, -0.9064, -3.5259], [-3.1711, -0.0848, -1.9557], [-2.9954, -1.8418, -2.0646], [-1.6804, 0.4757, -4.9513], [-0.0387, 0.9085, -4.4021], [-1.4453, 1.5934, -3.5872], [1.5389, 0.6297, -0.8741], [2.2871, 1.0806, -1.5463], [1.6511, 1.1487, 0.0904], [-2.6149, 2.0032, -0.4260], [-1.7768, 3.0427, -1.1031], [-2.4637, 4.6309, -0.5611], [-2.0248, 4.7698, 0.8888], [-0.5232, 4.4907, 0.8643], [-0.2984, 3.2929, -0.0656], [-3.5391, 4.5850, -0.7242], [-2.0301, 5.4114, -1.1927], [-2.5430, 4.0207, 1.4914], [-2.2581, 5.7548, 1.2947], [-0.1267, 4.2816, 1.8577], [0.0017, 5.3666, 0.4759], [-0.2041, 2.3457, 0.4633], [0.5656, 3.3945, -0.7211]], "forces_ev_per_angstrom": [[0.098, -0.011, 0.036], [-0.010, -0.002, -0.010], [0.011, 0.028, 0.002], [0.003, -0.006, -0.006], [0.014, -0.002, 0.007], [-0.009, -0.008, 0.007], [0.005, 0.000, -0.005], [-0.001, 0.001, 0.004], [0.016, 0.015, -0.016], [-0.031, -0.011, -0.009], [0.016, 0.015, 0.005], [0.006, -0.010, -0.008], [0.013, -0.001, 0.013], [-0.001, -0.004, 0.003], [0.002, -0.002, -0.006], [-0.003, 0.005, 0.002], [-0.003, 0.006, 0.000], [-0.001, 0.002, 0.000], [0.002, 0.001, -0.002], [0.010, 0.003, -0.006], [0.002, 0.001, 0.000], [0.000, -0.001, 0.003], [-0.009, 0.000, -0.002], [0.006, -0.004, 0.002], [0.000, 0.000, 0.002], [-0.002, 0.000, -0.001], [-0.007, -0.006, -0.003], [0.001, 0.003, -0.006], [-0.004, 0.003, -0.001], [-0.005, 0.002, 0.002], [-0.018, 0.074, 0.019], [0.007, 0.008, 0.002], [-0.006, -0.001, 0.002], [0.007, -0.003, 0.007], [0.059, 0.050, 0.020], [0.005, -0.002, 0.006], [-0.003, -0.001, 0.001], [0.005, 0.000, 0.003], [0.001, 0.001, 0.001], [-0.001, 0.000, 0.003], [0.001, -0.001, -0.002], [-0.003, 0.000, 0.000], [-0.002, 0.001, 0.002], [0.000, -0.002, -0.002], [0.003, 0.001, 0.001], [-0.004, 0.002, 0.000], [-0.001, 0.000, 0.002], [0.002, 0.002, 0.000], [-0.003, -0.001, 0.000], [-0.001, 0.003, 0.002], [-0.002, -0.002, -0.002], [-0.002, -0.002, 0.000], [-0.003, 0.000, -0.003], [-0.158, -0.130, -0.082], [0.010, -0.005, -0.001], [0.007, -0.004, 0.015], [0.003, -0.013, -0.012], [-0.025, 0.012, 0.010], [0.007, 0.006, 0.002], [-0.006, -0.002, -0.001], [0.008, 0.001, 0.003], [0.008, -0.011, -0.002], [0.000, -0.001, 0.000], [-0.001, 0.000, 0.000], [0.002, 0.001, -0.002], [0.000, 0.001, -0.001], [-0.002, 0.000, 0.000], [-0.001, 0.000, -0.002], [-0.013, 0.000, 0.001], [0.004, 0.001, 0.002]]}